A:
{
  "formula": "C4H6N3",
  "method": "wB97M-V/def2-TZVPD",
  "mol_weight_da": 96.1,
  "e_lumo_ev": -5.50,
  "charge": 1,
  "gap_ev": 9.42,
  "species": ["C", "C", "C", "C", "N", "N", "N", "H", "H", "H", "H", "H", "H"],
  "xyz": [[-1.99834, -1.70490, 0.73329], [-2.58383, -0.78955, 1.44287], [1.25721, 0.18435, -1.01376], [0.59749, 1.49155, -0.46709], [-0.85874, -1.10115, 0.29982], [-0.21853, -0.35771, 1.16110], [0.82052, 0.38463, 0.43739], [-2.35479, -2.54656, -0.00556], [0.62649, -0.55432, -1.60897], [2.29779, 0.32163, -1.38682], [1.26716, 2.38185, -0.19892], [-0.43711, 1.73090, -0.50732], [1.58469, 0.55929, 1.11399]],
  "nbo_charge": [-0.44, 0.43, -0.24, -0.22, -0.10, 0.00, -0.27, 0.32, 0.28, 0.28, 0.26, 0.25, 0.45]
}


B:
{
  "formula": "C4H6N3",
  "method": "wB97M-V/def2-TZVPD",
  "mol_weight_da": 96.1,
  "e_lumo_ev": -6.06,
  "charge": 1,
  "smiles": "C[n+]1cnccn1",
  "gap_ev": 9.57,
  "species": ["C", "N", "C", "N", "C", "C", "N", "H", "H", "H", "H", "H", "H"],
  "xyz": [[-2.04511, 0.09912, -0.04278], [-0.59997, -0.03237, 0.05942], [0.07483, 0.87987, -0.63398], [1.39231, 0.93496, -0.60621], [2.01913, 0.13262, 0.21840], [1.38821, -1.00814, 0.82464], [0.11367, -1.02351, 0.81812], [-2.30127, 1.12131, 0.02461], [-2.27320, -0.20287, -1.16339], [-2.51557, -0.67116, 0.61904], [-0.44697, 1.40359, -1.45373], [3.17050, 0.20466, 0.22320], [2.02343, -1.83807, 1.11264]],
  "nbo_charge": [-0.43, -0.11, 0.32, -0.37, 0.15, 0.02, -0.11, 0.25, 0.25, 0.28, 0.24, 0.25, 0.27]
}


Preferred: B; penalty for the next structure: 142.4 kcal/mol.


A:
{
  "formula": "C4H14O2S",
  "method": "wB97M-V/def2-TZVPD",
  "mol_weight_da": 126.2,
  "e_lumo_ev": 0.59,
  "charge": 0,
  "smiles": "CCCSC.O.O",
  "gap_ev": 8.78,
  "species": ["C", "C", "C", "S", "C", "H", "H", "H", "H", "H", "H", "H", "H", "H", "H", "O", "H", "H", "O", "H", "H"],
  "xyz": [[1.79047, -1.23852, 0.63894], [1.14414, 0.16253, 0.60398], [-0.12149, 0.12678, -0.30378], [-1.21965, 1.64125, -0.15064], [-1.57718, 1.72036, -1.93768], [0.93330, -1.80417, 1.11304], [2.70165, -1.39966, 1.23327], [1.90449, -1.66426, -0.40238], [0.83595, 0.39565, 1.60757], [1.99448, 0.82356, 0.39796], [0.29296, -0.01211, -1.37738], [-0.80958, -0.74359, -0.24028], [-0.59273, 1.23454, -2.34943], [-1.68026, 2.74919, -2.24002], [-2.55923, 1.22693, -2.01922], [-1.10078, -0.10940, 6.20536], [-1.32519, -0.89129, 6.75532], [-0.29900, -0.50771, 5.74816], [0.03761, -0.53227, -4.04945], [0.31185, -0.01410, -4.86994], [-0.66180, -1.16370, -4.36340]],
  "nbo_charge": [-0.61, -0.42, -0.52, 0.14, -0.74, 0.20, 0.22, 0.20, 0.20, 0.21, 0.22, 0.22, 0.25, 0.22, 0.22, -0.93, 0.46, 0.46, -0.95, 0.48, 0.48]
}


B:
{
  "formula": "C4H14O2S",
  "method": "wB97M-V/def2-TZVPD",
  "mol_weight_da": 126.2,
  "e_lumo_ev": 0.53,
  "charge": 0,
  "smiles": "CCCSC.O.O",
  "gap_ev": 8.85,
  "species": ["C", "C", "C", "S", "C", "H", "H", "H", "H", "H", "H", "H", "H", "H", "H", "O", "H", "H", "O", "H", "H"],
  "xyz": [[-0.58970, 2.90361, -1.27185], [-0.31827, 1.70220, -0.46292], [-0.62449, 0.42325, -1.39569], [-0.46797, -1.35786, -1.08810], [1.33900, -1.85163, -0.84917], [-0.26521, 2.80131, -2.29365], [-0.00764, 3.78624, -0.96573], [-1.64406, 3.10076, -1.18328], [0.81359, 1.46335, -0.46081], [-0.90697, 1.69524, 0.52167], [-1.71922, 0.57546, -1.72561], [0.08482, 0.35162, -2.16993], [1.81974, -1.27323, -1.61953], [1.48794, -2.91375, -1.15186], [1.60354, -1.69425, 0.09259], [1.98014, 1.02504, 4.45733], [2.88542, 0.93101, 4.21335], [1.77097, 1.23769, 3.57634], [-2.44382, -4.35960, 0.87765], [-1.65768, -4.16825, 1.38896], [-3.14013, -4.37820, 1.51025]],
  "nbo_charge": [-0.62, -0.41, -0.53, 0.15, -0.69, 0.21, 0.22, 0.21, 0.20, 0.22, 0.23, 0.20, 0.21, 0.23, 0.20, -0.91, 0.45, 0.45, -0.93, 0.47, 0.46]
}


C:
{
  "formula": "C4H14O2S",
  "method": "wB97M-V/def2-TZVPD",
  "mol_weight_da": 126.2,
  "e_lumo_ev": 0.67,
  "charge": 0,
  "smiles": "CCCCS.O.O",
  "gap_ev": 9.78,
  "species": ["C", "C", "C", "C", "S", "H", "H", "H", "H", "H", "H", "H", "H", "H", "H", "O", "H", "H", "O", "H", "H"],
  "xyz": [[1.42722, -1.90082, -2.15274], [0.70604, -1.42703, -0.89045], [-0.37052, -0.41925, -1.17990], [-1.35229, -0.18635, -0.04243], [-1.89620, 1.54243, 0.13809], [2.33406, -2.44708, -1.88512], [0.75958, -2.59817, -2.68317], [1.57959, -1.09531, -2.86990], [1.42391, -0.95126, -0.19866], [0.37891, -2.28079, -0.32163], [-0.94536, -0.71810, -2.05918], [0.01937, 0.54753, -1.52103], [-0.87451, -0.41177, 0.91395], [-2.24267, -0.79205, -0.09938], [-2.42517, 1.71580, -1.08006], [0.57254, 4.80108, 0.67528], [0.16516, 4.58863, -0.16906], [0.15131, 4.19971, 1.30870], [0.09792, -0.76363, 4.32700], [-0.34644, -0.22733, 4.99038], [0.83754, -1.17625, 4.79931]],
  "nbo_charge": [-0.60, -0.40, -0.42, -0.50, -0.06, 0.21, 0.20, 0.21, 0.20, 0.20, 0.20, 0.21, 0.23, 0.22, 0.11, -0.94, 0.47, 0.47, -0.94, 0.47, 0.47]
}


D:
{
  "formula": "C4H14O2S",
  "method": "wB97M-V/def2-TZVPD",
  "mol_weight_da": 126.2,
  "e_lumo_ev": 0.38,
  "charge": 0,
  "smiles": "CCCCS.O.O",
  "gap_ev": 8.82,
  "species": ["C", "C", "C", "C", "S", "H", "H", "H", "H", "H", "H", "H", "H", "H", "H", "O", "H", "H", "O", "H", "H"],
  "xyz": [[-0.69311, -3.32244, 0.63840], [0.41897, -2.44194, 0.44065], [0.14468, -1.08429, 1.18928], [0.32735, 0.13835, 0.26640], [0.34120, 1.66703, 1.21008], [-0.94201, -3.20909, 1.65526], [-0.34070, -4.41751, 0.52206], [-1.31574, -3.27182, -0.28557], [1.29272, -3.01181, 0.74774], [0.39112, -2.19792, -0.63456], [-0.73356, -1.37394, 1.72302], [0.83030, -1.00298, 2.03015], [1.16310, -0.22348, -0.38572], [-0.46719, 0.02960, -0.41819], [1.56929, 2.10489, 0.58115], [-1.53994, -0.62754, -2.36684], [-1.35434, -1.19050, -3.14602], [-1.39720, 0.35738, -2.67553], [0.62948, 3.53597, -1.47098], [1.09800, 4.35107, -1.20430], [0.84334, 3.37808, -2.37656]],
  "nbo_charge": [-0.61, -0.41, -0.41, -0.56, -0.04, 0.21, 0.19, 0.22, 0.20, 0.19, 0.20, 0.20, 0.23, 0.23, 0.15, -0.95, 0.48, 0.48, -0.94, 0.47, 0.47]
}


Preferred: C; penalty for the next structure: 27.3 kcal/mol.


A:
{
  "formula": "C4H8O3",
  "method": "wB97M-V/def2-TZVPD",
  "mol_weight_da": 104.1,
  "e_lumo_ev": 0.62,
  "charge": 0,
  "smiles": "CC(=O)OO.C=C",
  "gap_ev": 10.92,
  "species": ["C", "C", "O", "O", "O", "H", "H", "H", "H", "C", "C", "H", "H", "H", "H"],
  "xyz": [[1.53560, -0.41902, -1.01644], [1.11981, -1.01622, 0.28974], [0.84566, -2.16011, 0.50351], [1.05010, -0.16933, 1.34694], [1.36896, 1.17890, 1.05888], [2.51224, 0.04811, -0.90783], [1.56833, -1.19546, -1.77337], [0.82420, 0.35567, -1.29584], [1.16533, 1.61658, 1.89834], [-2.04368, 0.37622, 0.63435], [-1.95284, 0.21219, -0.66879], [-2.20789, 1.34554, 1.07776], [-1.95468, -0.45199, 1.31789], [-2.04053, 1.03781, -1.35729], [-1.79062, -0.75888, -1.10784]],
  "nbo_charge": [-0.74, 0.78, -0.56, -0.26, -0.44, 0.25, 0.24, 0.25, 0.48, -0.38, -0.40, 0.19, 0.20, 0.19, 0.20]
}


B:
{
  "formula": "C4H8O3",
  "method": "wB97M-V/def2-TZVPD",
  "mol_weight_da": 104.1,
  "e_lumo_ev": 0.42,
  "charge": 0,
  "gap_ev": 10.56,
  "species": ["C", "O", "C", "O", "C", "C", "O", "H", "H", "H", "H", "H", "H", "H", "H"],
  "xyz": [[-0.62580, 2.17097, -0.12914], [0.64440, 1.95085, -0.10783], [0.02222, 0.36157, -0.70585], [0.10545, 0.18327, -1.88471], [0.55235, -0.50935, 0.43914], [-0.27893, -1.78874, 0.49326], [1.90761, -0.76832, 0.20853], [-1.11569, 2.47276, -1.06904], [-1.14339, 2.49905, 0.78818], [-1.11480, 0.80834, -0.23675], [0.48917, 0.04541, 1.37553], [-1.31983, -1.58015, 0.76409], [0.15284, -2.45750, 1.24246], [-0.26906, -2.29360, -0.47888], [1.99346, -1.09456, -0.69899]],
  "nbo_charge": [0.09, -0.61, 0.57, -0.57, 0.04, -0.63, -0.68, 0.17, 0.17, 0.10, 0.21, 0.21, 0.23, 0.22, 0.48]
}


C:
{
  "formula": "C4H8O3",
  "method": "wB97M-V/def2-TZVPD",
  "mol_weight_da": 104.1,
  "e_lumo_ev": 0.66,
  "charge": 0,
  "gap_ev": 11.04,
  "species": ["O", "C", "C", "C", "O", "C", "O", "H", "H", "H", "H", "H", "H", "H", "H"],
  "xyz": [[-2.38363, 0.05041, -0.30925], [-1.32164, -0.41834, 0.47443], [-0.00062, 0.14368, -0.00403], [1.18349, -0.54924, 0.57899], [2.42994, -0.08966, 0.13608], [0.10660, 1.48244, -0.57353], [0.06931, 0.32376, -1.41425], [-2.07360, -0.01237, -1.22623], [-1.50249, -0.11382, 1.51028], [-1.25906, -1.52273, 0.45969], [1.14509, -0.74182, 1.65072], [1.12113, -1.66573, 0.09234], [2.22923, -1.05812, -0.21678], [1.07025, 1.98593, -0.55146], [-0.79010, 2.09809, -0.60645]],
  "nbo_charge": [-0.71, -0.07, 0.12, -0.06, -0.72, -0.10, -0.51, 0.48, 0.19, 0.16, 0.19, 0.11, 0.50, 0.21, 0.20]
}


D:
{
  "formula": "C4H8O3",
  "method": "wB97M-V/def2-TZVPD",
  "mol_weight_da": 104.1,
  "e_lumo_ev": 0.81,
  "charge": 0,
  "smiles": "COC(=O)[C@@H](C)O",
  "gap_ev": 11.38,
  "species": ["C", "O", "C", "O", "C", "C", "O", "H", "H", "H", "H", "H", "H", "H", "H"],
  "xyz": [[2.43330, -0.05617, 0.51883], [1.08179, 0.37349, 0.41234], [0.22469, -0.57854, 0.05057], [0.52001, -1.69985, -0.29746], [-1.17130, -0.03931, 0.24506], [-1.51421, 1.03684, -0.77754], [-2.14279, -1.05685, 0.27086], [2.49534, -0.83677, 1.27942], [3.03802, 0.80707, 0.80638], [2.74775, -0.46297, -0.43897], [-1.07378, 0.43820, 1.21340], [-0.81175, 1.87227, -0.71870], [-2.51629, 1.40509, -0.55630], [-1.50731, 0.61341, -1.78218], [-1.80347, -1.81593, -0.22569]],
  "nbo_charge": [-0.26, -0.50, 0.77, -0.60, 0.00, -0.62, -0.71, 0.19, 0.20, 0.20, 0.19, 0.22, 0.22, 0.21, 0.49]
}


Preferred: D; penalty for the next structure: 78.5 kcal/mol.


A:
{
  "formula": "C4H8O3",
  "method": "wB97M-V/def2-TZVPD",
  "mol_weight_da": 104.1,
  "e_lumo_ev": 0.78,
  "charge": 0,
  "smiles": "CO[C@H]1O[C@H]1CO",
  "gap_ev": 10.65,
  "species": ["C", "O", "C", "O", "C", "C", "O", "H", "H", "H", "H", "H", "H", "H", "H"],
  "xyz": [[-2.74588, 0.21970, -0.10959], [-1.46750, 0.53547, 0.40923], [-0.56780, -0.43369, 0.13323], [0.10702, -0.59203, -1.06824], [0.87198, -0.38961, 0.26088], [1.99949, 0.47632, -0.21386], [2.90119, 0.91815, 0.77182], [-3.01191, -0.83722, 0.05715], [-3.45686, 0.86130, 0.40892], [-2.76047, 0.42059, -1.18298], [-0.88730, -1.44828, 0.40854], [1.22375, -1.17132, 0.95606], [2.49790, -0.20568, -0.92466], [1.58328, 1.29465, -0.79645], [3.68275, 0.35652, 0.73835]],
  "nbo_charge": [-0.26, -0.50, 0.35, -0.51, 0.02, -0.08, -0.71, 0.17, 0.20, 0.18, 0.13, 0.18, 0.18, 0.19, 0.47]
}


B:
{
  "formula": "C4H8O3",
  "method": "wB97M-V/def2-TZVPD",
  "mol_weight_da": 104.1,
  "e_lumo_ev": -4.60,
  "charge": 0,
  "gap_ev": 3.12,
  "species": ["O", "C", "C", "C", "C", "O", "H", "H", "H", "H", "H", "H", "H", "H", "O"],
  "xyz": [[-1.40810, 1.41694, 0.24007], [-1.96071, 0.43310, 0.77386], [-2.23757, 0.13555, 2.11381], [2.50550, -0.13499, 0.39118], [1.78654, 0.61006, -0.52707], [1.70464, 0.22219, -1.74891], [-1.76766, -0.51943, 0.20147], [-2.51648, -0.92603, 2.26136], [-1.75620, 0.74036, 2.94116], [3.02068, -1.04303, -0.00163], [2.61198, 0.09824, 1.45623], [0.98061, 1.34809, -0.31299], [-0.31754, -1.31252, -3.23063], [0.06077, -0.23444, -2.08694], [-0.70646, -0.83408, -2.47095]],
  "nbo_charge": [-0.47, 0.21, -0.29, -0.29, 0.19, -0.54, 0.17, 0.21, 0.22, 0.21, 0.20, 0.19, 0.47, 0.50, -0.98]
}


Preferred: A; penalty for the next structure: 104.5 kcal/mol.


A:
{
  "formula": "C3H9NO",
  "method": "wB97M-V/def2-TZVPD",
  "mol_weight_da": 75.1,
  "s_squared": 0.771,
  "e_lumo_ev": [-4.13, -7.82],
  "spin_multiplicity": 2,
  "charge": 1,
  "gap_ev": [9.93, 6.23],
  "species": ["C", "C", "C", "N", "H", "H", "H", "H", "H", "H", "H", "H", "H", "O"],
  "xyz": [[-1.00441, 0.86631, 0.32094], [0.26481, 1.35125, -0.26251], [0.69098, 2.65693, -0.30408], [0.77702, 0.39330, -1.22496], [-1.28360, 1.20590, 1.29572], [-0.81317, -0.24353, 0.45461], [-1.81821, 1.25150, -0.20556], [1.49466, 2.96515, -0.82946], [0.15247, 3.28683, 0.41458], [0.55893, -0.55913, -1.26768], [1.44973, 0.76851, -1.96090], [-0.59810, -4.25631, 1.68627], [-0.10325, -5.21764, 0.67621], [0.23212, -4.46906, 1.20683]],
  "mulliken_spin": [0.01, 0.09, 0.45, 0.42, 0.00, 0.00, 0.00, 0.03, 0.03, -0.02, -0.02, 0.00, 0.00, 0.00]
}


B:
{
  "formula": "C3H9NO",
  "method": "wB97M-V/def2-TZVPD",
  "mol_weight_da": 75.1,
  "s_squared": 0.754,
  "e_lumo_ev": [-3.41, -8.44],
  "spin_multiplicity": 2,
  "charge": 1,
  "gap_ev": [11.97, 6.81],
  "species": ["C", "O", "H", "H", "H", "C", "C", "N", "H", "H", "H", "H", "H", "H"],
  "xyz": [[-0.62805, 1.67754, -1.30719], [-0.06055, 0.78114, -0.36669], [-0.46072, 2.70134, -0.98330], [-1.69943, 1.51730, -1.42622], [-0.18716, 1.56562, -2.29610], [1.07435, -0.60661, 1.52186], [-0.48173, -0.51584, -0.42091], [0.15675, -1.27729, 0.63509], [0.52745, 0.09630, 2.15558], [1.53279, -1.36848, 2.15237], [1.83804, -0.06537, 0.96271], [-0.20266, -0.98630, -1.37529], [-1.56088, -0.53777, -0.21927], [-0.55880, -1.71298, 1.22318]],
  "mulliken_spin": [0.01, 0.06, 0.00, 0.00, 0.00, 0.01, 0.02, 0.70, 0.07, 0.01, 0.01, 0.07, 0.05, -0.01]
}


Preferred: A; penalty for the next structure: 9.6 kcal/mol.


A:
{
  "formula": "CH5N3O",
  "method": "wB97M-V/def2-TZVPD",
  "mol_weight_da": 75.1,
  "e_lumo_ev": 0.94,
  "charge": 0,
  "smiles": "N/N=C/NO",
  "gap_ev": 9.41,
  "species": ["N", "N", "C", "N", "O", "H", "H", "H", "H", "H"],
  "xyz": [[-0.54520, -1.62335, 1.41638], [-0.36070, -0.35692, 0.72592], [-0.12824, -0.45116, -0.52825], [0.35429, 0.58583, -1.18521], [0.63699, 1.81038, -0.60276], [-1.12101, -1.23365, 2.23730], [0.16857, -1.83351, 2.09922], [0.06319, -1.51734, -0.85537], [0.31271, 0.81908, -2.36087], [0.11131, 1.75042, 0.17174]],
  "nbo_charge": [-0.68, -0.43, 0.19, -0.31, -0.53, 0.34, 0.34, 0.19, 0.40, 0.48]
}


B:
{
  "formula": "CH5N3O",
  "method": "wB97M-V/def2-TZVPD",
  "mol_weight_da": 75.1,
  "e_lumo_ev": 0.58,
  "charge": 0,
  "smiles": "NNC(N)=O",
  "gap_ev": 10.64,
  "species": ["N", "N", "C", "N", "O", "H", "H", "H", "H", "H"],
  "xyz": [[1.55842, 0.00720, 0.22421], [0.35990, 0.91169, 0.61963], [-0.87928, 0.32195, 0.23784], [-0.57279, -0.87696, -0.55016], [-1.98723, 0.69352, 0.62645], [1.71385, 0.03675, -0.83138], [1.29548, -0.84359, 0.54026], [0.31121, 1.29194, 1.66538], [-0.09877, -0.79158, -1.47227], [-1.70079, -0.75090, -1.05996]],
  "nbo_charge": [-0.63, -0.52, 0.75, -0.88, -0.60, 0.36, 0.35, 0.41, 0.39, 0.38]
}


C:
{
  "formula": "CH5N3O",
  "method": "wB97M-V/def2-TZVPD",
  "mol_weight_da": 75.1,
  "e_lumo_ev": 0.35,
  "charge": 0,
  "smiles": "NN=O.C=N",
  "gap_ev": 10.26,
  "species": ["N", "N", "O", "H", "H", "C", "N", "H", "H", "H"],
  "xyz": [[2.51428, -0.30030, -0.48879], [1.27446, -0.00292, -0.26057], [1.19270, 1.19229, 0.03333], [2.56656, -0.96105, -1.25902], [3.01182, 0.54722, -0.74806], [-1.90531, 0.13661, 0.80229], [-2.44957, -0.98118, 0.46952], [-1.37486, 0.24223, 1.76212], [-1.94441, 1.02056, 0.14461], [-2.88567, -0.89347, -0.45542]],
  "nbo_charge": [-0.57, 0.24, -0.40, 0.37, 0.36, -0.04, -0.60, 0.17, 0.15, 0.33]
}


Preferred: B; penalty for the next structure: 20.3 kcal/mol.